Entry 1:
# C30H48F15NO11

A cluster of 7 separate species, C30H48F15NO11 in total in a non-equilibrium geometry (wB97M-V/def2-TZVPD, OMol25).

Results
HOMO level, hartree: -0.24079
Strongest force on any atom, eV/Å: 13.76
LUMO, eV: 0.276
Energy relative to the best compared isomer or geometry (same formula, charge and spin), kJ/mol: 303.9
Orbital gap, eV: 6.828

Atoms and positions in Å:
C  3.942  4.840  1.357
C  2.499  4.773  0.613
C  2.528  3.677  -0.477
N  1.186  3.471  -1.193
C  0.856  4.576  -2.133
C  -0.517  4.291  -3.054
C  -0.268  3.010  -3.810
C  0.186  1.844  -2.958
C  1.363  2.337  -2.111
C  0.047  3.148  -0.187
H  3.850  5.851  1.920
H  4.626  5.112  0.724
H  4.205  4.149  1.954
H  2.045  5.785  0.056
H  1.762  4.763  1.431
H  2.990  2.525  -0.173
H  3.331  3.932  -1.305
H  1.675  4.582  -2.681
H  0.553  5.462  -1.451
H  -0.758  5.145  -3.709
H  -1.191  4.272  -2.189
H  0.574  3.288  -4.562
H  -1.119  2.766  -4.574
H  0.483  0.811  -3.532
H  -0.899  1.529  -2.401
H  2.363  2.451  -2.657
H  1.456  1.478  -1.651
H  -0.200  4.091  0.319
H  0.557  2.659  0.788
H  -0.835  2.578  -0.461
C  -0.790  -0.682  -0.400
O  -0.004  0.163  0.272
H  -1.653  -0.196  -0.854
H  -1.161  -1.534  0.251
H  -0.396  -1.154  -1.074
C  2.924  -2.173  -1.748
C  3.825  -1.271  -0.909
O  4.955  -0.921  -1.698
C  5.405  0.297  -1.961
O  4.894  1.292  -1.393
C  6.643  0.397  -2.868
F  7.775  0.915  -2.185
F  6.903  -0.844  -3.355
F  6.320  1.164  -3.893
H  1.942  -2.383  -1.327
H  3.336  -3.026  -2.073
H  2.555  -1.486  -2.683
H  4.431  -1.908  -0.219
H  3.298  -0.448  -0.473
C  -3.339  0.313  2.264
C  -2.935  1.413  1.284
O  -3.685  2.536  1.780
C  -3.578  3.768  1.155
O  -3.054  3.967  0.028
C  -4.187  4.930  1.938
F  -3.194  5.224  2.939
F  -4.318  6.100  1.221
F  -5.363  4.622  2.527
H  -2.728  -0.666  2.107
H  -4.375  -0.011  2.384
H  -3.133  0.600  3.342
H  -3.085  1.244  0.252
H  -1.758  1.738  1.367
C  -5.022  -5.777  1.722
C  -4.880  -4.275  1.596
O  -3.773  -3.835  2.192
C  -3.514  -3.839  3.454
O  -4.317  -4.270  4.306
C  -2.110  -3.171  3.880
F  -1.380  -3.958  4.662
F  -1.372  -2.793  2.928
F  -2.413  -2.035  4.593
H  -4.142  -6.194  1.361
H  -5.655  -6.186  1.113
H  -5.328  -6.061  2.644
H  -5.807  -3.880  2.087
H  -5.022  -4.078  0.749
C  1.718  -1.219  2.591
C  2.615  -0.039  2.516
O  4.001  -0.354  2.321
C  4.935  0.539  2.038
O  4.675  1.732  1.920
C  6.355  0.031  1.939
F  6.995  -0.137  3.139
F  6.233  -1.172  1.327
F  7.012  0.891  1.048
H  1.448  -1.900  1.723
H  0.591  -0.984  2.628
H  1.852  -1.857  3.311
H  2.668  0.416  3.542
H  2.206  0.632  1.798
C  -1.432  -4.681  -0.667
C  -2.476  -4.100  -1.652
O  -3.465  -5.067  -2.080
C  -4.546  -4.658  -2.720
O  -4.670  -3.453  -3.072
C  -5.584  -5.743  -2.908
F  -6.710  -5.132  -3.465
F  -5.076  -6.689  -3.698
F  -5.913  -6.219  -1.748
H  -0.641  -4.007  -0.438
H  -0.922  -5.438  -1.253
H  -1.980  -5.184  0.313
H  -1.900  -3.864  -2.581
H  -3.012  -3.165  -1.051

Entry 2:
# C15H29N6O2P2S

A cluster of 7 separate species, C15H29N6O2P2S in total in a non-equilibrium geometry (wB97M-V/def2-TZVPD, OMol25).

Results
HOMO level, hartree: -0.41441
Strongest force on any atom, eV/Å: 9.08
LUMO, eV: -4.317
Total charge: +1
Orbital gap, eV: 6.959

Atoms and positions in Å:
C  1.573  -2.873  1.263
P  1.219  -1.843  -0.273
C  1.744  -0.043  -0.111
P  -0.785  -2.096  -1.042
S  -2.375  -1.301  0.176
C  -1.644  -0.382  1.601
O  -3.226  -2.416  0.724
O  -3.277  -0.372  -0.594
H  1.643  -3.972  0.922
H  2.579  -2.627  1.763
H  0.707  -2.813  2.008
H  0.922  0.696  0.152
H  2.210  0.275  -1.108
H  2.580  0.088  0.672
H  -0.904  -1.625  -2.407
H  -1.028  -3.523  -1.134
H  -0.991  -1.112  2.179
H  -1.052  0.498  1.175
H  -2.458  0.054  2.265
C  -4.677  1.718  -2.721
C  -4.506  2.935  -3.515
N  -4.372  3.894  -4.134
H  -5.061  0.893  -3.325
H  -3.731  1.389  -2.286
H  -5.377  1.870  -1.896
C  -0.168  -6.593  -3.055
C  0.493  -6.145  -1.827
N  1.014  -5.793  -0.863
H  0.503  -7.188  -3.678
H  -1.043  -7.210  -2.837
H  -0.508  -5.748  -3.659
C  -2.003  5.318  -2.159
C  -0.869  5.054  -1.275
N  0.023  4.845  -0.576
H  -2.865  4.746  -1.878
H  -2.283  6.365  -2.151
H  -1.769  5.052  -3.201
C  -5.066  5.707  1.262
C  -4.168  5.698  0.105
N  -3.459  5.692  -0.810
H  -6.064  6.059  0.993
H  -5.178  4.708  1.691
H  -4.693  6.360  2.054
C  5.069  -4.351  2.954
C  5.208  -3.129  2.159
N  5.314  -2.169  1.534
H  4.686  -5.179  2.354
H  6.027  -4.668  3.372
H  4.381  -4.209  3.791
C  6.556  1.441  2.188
C  5.726  1.860  3.319
N  5.072  2.189  4.206
H  6.156  0.546  1.706
H  6.620  2.220  1.425
H  7.577  1.211  2.502